{"formula": "C12H36InO16P4", "method": "wB97M-V/def2-TZVPD", "symbols": ["In", "C", "H", "H", "C", "O", "H", "H", "O", "O", "H", "O", "H", "H", "C", "C", "O", "H", "H", "H", "H", "O", "H", "H", "H", "H", "C", "O", "H", "P", "H", "O", "H", "O", "O", "H", "H", "O", "H", "H", "H", "H", "P", "H", "O", "H", "C", "C", "H", "P", "O", "C", "C", "H", "O", "H", "C", "H", "H", "H", "H", "H", "O", "P", "C", "O", "H", "H", "C"], "coordinates": [[-1.651, -11.096, 11.124], [0.308, -9.631, 16.083], [0.499, -14.692, 16.545], [1.839, -8.198, 8.988], [3.330, -12.251, 7.099], [-6.300, -13.231, 10.471], [-1.404, -12.635, 6.958], [0.539, -9.073, 15.163], [2.066, -11.833, 15.010], [0.254, -10.852, 9.173], [-0.021, -13.575, 7.420], [-6.044, -7.977, 10.488], [3.501, -11.833, 13.517], [1.273, -9.679, 16.586], [2.978, -11.113, 14.149], [-7.475, -14.049, 10.302], [1.859, -9.594, 7.517], [-5.709, -9.833, 9.601], [-3.924, -4.511, 11.349], [-0.446, -9.016, 16.563], [-4.416, -14.143, 6.620], [-5.184, -7.943, 12.824], [-5.183, -5.151, 10.278], [-3.310, -16.157, 11.580], [3.657, -11.292, 6.704], [3.793, -10.842, 14.826], [-0.140, -13.836, 16.340], [0.255, -11.451, 13.191], [-0.066, -13.195, 17.221], [0.489, -11.852, 14.640], [2.549, -10.257, 13.639], [0.475, -11.604, 6.689], [3.366, -8.295, 8.230], [-3.991, -6.613, 11.102], [-3.750, -9.225, 11.041], [-7.174, -8.977, 9.089], [-4.017, -12.532, 7.346], [-0.257, -10.868, 15.670], [-1.169, -14.184, 16.437], [-7.308, -15.108, 10.487], [-5.222, -5.373, 12.120], [4.140, -12.782, 7.590], [1.175, -10.983, 7.994], [-8.082, -13.754, 11.162], [-4.653, -15.170, 10.484], [-0.193, -13.186, 5.751], [-0.346, -12.776, 6.748], [-4.033, -13.609, 7.492], [-4.768, -8.013, 14.844], [-4.841, -13.698, 9.965], [-3.763, -12.673, 10.212], [2.543, -8.926, 8.575], [-6.547, -9.222, 9.940], [-4.789, -15.860, 12.503], [0.092, -13.335, 15.020], [-3.134, -14.125, 7.826], [-4.287, -7.853, 13.878], [-7.039, -9.799, 10.722], [-3.779, -6.883, 13.891], [-3.664, -14.552, 12.305], [2.996, -9.574, 9.326], [2.905, -12.891, 6.329], [2.436, -11.944, 8.213], [-4.649, -8.031, 11.281], [-4.081, -15.423, 11.802], [-5.119, -13.915, 8.414], [-8.074, -13.784, 9.433], [-3.533, -8.654, 13.911], [-4.637, -5.318, 11.202]], "nbo_charge": [1.953, -0.261, 0.229, 0.207, -0.252, -0.812, 0.184, 0.169, -0.734, -1.152, 0.193, -0.751, 0.220, 0.223, -0.277, -0.270, -0.714, 0.181, 0.226, 0.232, 0.243, -0.741, 0.220, 0.221, 0.206, 0.237, -0.277, -1.059, 0.221, 2.595, 0.195, -0.781, 0.247, -0.830, -1.122, 0.234, 0.204, -0.798, 0.209, 0.212, 0.202, 0.226, 2.609, 0.213, -0.786, 0.239, -0.269, -0.268, 0.231, 2.608, -1.144, -0.291, -0.257, 0.228, -0.791, 0.186, -0.267, 0.206, 0.204, 0.173, 0.200, 0.211, -0.820, 2.601, -0.264, -0.756, 0.221, 0.168, -0.244], "lumo_ha": -0.56970, "max_force_ev_per_a": 3.91, "de_lowest_kcal_mol": 41.2, "total_charge": 3, "multiplicity": 1, "homo_lumo_gap_ev": 2.889}



{"formula": "C22H26BCl4N3O", "method": "wB97M-V/def2-TZVPD", "symbols": ["C", "Cl", "N", "H", "H", "H", "H", "C", "H", "H", "Cl", "C", "C", "C", "C", "H", "H", "C", "C", "C", "H", "H", "H", "H", "C", "H", "H", "H", "H", "H", "Cl", "C", "H", "C", "C", "Cl", "C", "H", "H", "H", "C", "H", "C", "N", "H", "H", "C", "C", "O", "C", "C", "H", "C", "C", "B", "N", "H"], "coordinates": [[0.762, 0.197, 5.748], [2.311, -4.258, 0.366], [-0.672, 0.619, -2.320], [2.899, 0.143, -0.399], [-2.601, 2.945, -1.062], [-2.058, 0.733, -5.389], [-1.889, 2.121, -4.329], [2.918, -0.513, -2.457], [2.502, -0.203, -3.423], [1.752, 0.644, 1.180], [2.661, 0.591, 7.635], [2.670, 0.512, -1.393], [0.678, 0.349, 1.062], [-4.971, 0.994, 0.461], [2.112, 0.048, 6.097], [3.157, -1.610, 3.313], [2.445, -1.459, -2.161], [2.460, -1.105, 3.969], [-3.089, 2.069, -0.615], [0.315, 0.526, -0.365], [-0.031, 0.946, 1.656], [-0.728, -0.027, 4.187], [-4.979, 3.042, -0.249], [4.415, 1.773, -1.669], [-2.323, 0.875, -0.490], [3.133, 2.574, -0.818], [3.009, 2.286, -2.593], [-0.336, -1.450, -4.145], [-0.425, 1.252, -4.919], [-2.273, -1.108, 0.277], [0.222, -2.518, -1.025], [-1.596, 0.196, -3.411], [0.108, 0.728, 6.433], [0.311, -0.228, 4.478], [-1.464, 1.157, -4.580], [-0.504, -4.003, 1.541], [3.330, 1.874, -1.633], [3.988, -0.801, 5.466], [3.992, -0.668, -2.562], [-4.650, -1.073, 1.071], [-0.923, 0.717, -0.965], [-0.427, -1.175, 2.106], [-4.395, 2.116, -0.136], [1.210, 0.637, -1.381], [-5.997, 1.020, 0.801], [-1.672, -1.958, -3.057], [-2.903, -0.224, 0.166], [-4.222, -0.185, 0.622], [1.403, -1.964, 1.483], [1.183, -0.699, 3.506], [0.671, -0.901, 2.002], [-2.567, 0.301, -2.923], [-1.369, -1.256, -3.836], [2.946, -0.666, 5.227], [0.897, -3.097, 0.720], [0.619, 0.580, -2.571], [-2.016, -1.416, -4.696]], "nbo_charge": [-0.218, -0.266, -0.106, 0.232, 0.213, 0.224, 0.217, -0.632, 0.226, 0.230, 0.014, -0.046, -0.493, -0.191, -0.060, 0.240, 0.262, -0.181, -0.143, 0.214, 0.246, 0.212, 0.225, 0.231, -0.140, 0.219, 0.218, 0.231, 0.228, 0.249, -0.399, -0.035, 0.224, -0.210, -0.617, -0.282, -0.617, 0.226, 0.220, 0.230, 0.201, 0.181, -0.233, -0.095, 0.223, 0.247, -0.193, -0.190, -0.760, -0.025, 0.152, 0.228, -0.620, -0.227, 0.503, -0.009, 0.219], "lumo_ha": -0.00956, "max_force_ev_per_a": 2.96, "multiplicity": 1, "homo_lumo_gap_ev": 8.577}



{"formula": "C4H11NO4", "method": "wB97M-V/def2-TZVPD", "symbols": ["O", "H", "O", "C", "H", "H", "H", "H", "O", "H", "H", "H", "C", "H", "H", "H", "N", "C", "C", "O"], "coordinates": [[-1.580, -0.253, 2.205], [0.309, -2.264, -2.316], [0.729, -1.953, -1.505], [2.333, -0.447, 0.160], [-0.007, -0.054, 0.571], [2.637, 0.240, 0.947], [-2.891, 0.699, -0.296], [-2.475, -1.020, -0.034], [-1.025, 1.719, 1.198], [-1.694, 0.412, 2.900], [0.740, 1.642, -1.548], [-1.389, -0.052, -1.032], [-2.080, -0.013, -0.142], [3.137, -0.520, -0.575], [2.149, -1.442, 0.576], [-0.303, 1.976, 0.587], [0.540, -0.542, -1.572], [-1.261, 0.373, 1.039], [1.075, 0.051, -0.510], [1.058, 1.449, -0.652]], "nbo_charge": [-0.702, 0.478, -0.588, -0.666, 0.065, 0.231, 0.224, 0.230, -0.747, 0.492, 0.500, 0.246, -0.705, 0.239, 0.243, 0.511, -0.263, 0.525, 0.414, -0.726], "lumo_ha": 0.02063, "max_force_ev_per_a": 3.72, "de_lowest_kcal_mol": 99.1, "multiplicity": 1, "homo_lumo_gap_ev": 8.650}



{"formula": "C5H2N2O", "method": "wB97M-V/def2-TZVPD", "symbols": ["C", "N", "C", "C", "N", "H", "C", "H", "C", "O"], "coordinates": [[0.705, 0.914, 0.056], [1.507, -1.289, -0.112], [-1.705, 0.062, 0.088], [-0.362, -0.217, -0.142], [0.068, -1.469, -0.197], [-4.077, -0.157, 0.037], [-3.070, -0.106, 0.160], [3.100, -0.056, 0.461], [1.942, -0.169, 0.360], [0.611, 2.077, -0.184]], "nbo_charge": [0.532, -0.237, -0.060, 0.022, -0.152, 0.226, -0.081, 0.242, -0.064, -0.427], "lumo_ha": -0.07415, "max_force_ev_per_a": 13.98, "de_lowest_kcal_mol": 104.4, "smiles": "C#CC1=NN=CC1=O", "multiplicity": 1, "homo_lumo_gap_ev": 7.803}



{"formula": "C5H4F14Li2N3O13S6", "method": "wB97M-V/def2-TZVPD", "symbols": ["H", "F", "F", "O", "F", "O", "F", "F", "C", "S", "H", "O", "N", "C", "O", "F", "H", "O", "Li", "F", "O", "O", "C", "F", "F", "O", "Li", "F", "O", "S", "C", "F", "N", "S", "O", "O", "F", "N", "S", "S", "C", "O", "O", "S", "H", "F", "F"], "coordinates": [[3.234, 0.096, -1.972], [1.696, -3.494, -2.767], [-0.319, 1.542, -1.585], [-0.971, -3.729, 1.683], [1.127, 3.790, -3.956], [1.467, -2.390, 2.849], [-2.900, 1.509, -0.556], [-2.617, -1.758, -2.923], [2.259, 0.366, -1.566], [-2.489, 2.624, 0.547], [2.858, -1.689, 0.617], [-1.354, -1.115, -1.062], [-1.084, -1.348, 2.197], [3.329, -0.718, 0.470], [-2.151, -3.052, 3.831], [3.770, -0.346, 1.659], [1.665, -0.376, -2.100], [0.259, -4.804, -1.379], [-0.840, 0.080, 0.813], [0.192, 0.954, -3.548], [-1.924, 3.865, 3.081], [-1.658, 3.544, -0.223], [2.388, 0.385, -0.080], [-1.032, 3.440, -3.783], [1.132, 0.261, 0.432], [0.192, 3.525, 1.767], [-2.325, 0.273, 2.736], [-2.980, -2.466, 1.616], [0.961, -2.468, -0.706], [-1.022, 2.993, 2.322], [0.439, 1.865, -2.659], [-0.463, 2.091, 3.568], [-1.772, 1.600, 1.500], [0.288, -1.629, 3.259], [-2.601, -3.326, -1.411], [0.046, -1.520, 4.705], [0.809, -0.112, 3.059], [-0.584, -2.763, -2.944], [-1.628, -2.707, 2.520], [-1.634, -2.356, -1.824], [0.162, 3.338, -3.154], [-3.799, 2.995, 1.042], [1.831, 1.631, -2.129], [0.454, -3.412, -1.730], [0.201, 4.088, -2.363], [2.824, 1.562, 0.420], [4.565, -0.839, -0.268]], "nbo_charge": [0.235, -0.467, -0.341, -0.878, -0.312, -0.805, -0.511, -0.489, -0.153, 2.396, 0.183, -0.806, -1.259, 0.506, -0.822, -0.298, 0.219, -0.734, 0.873, -0.303, -0.810, -0.836, 0.610, -0.310, -0.369, -0.809, 0.948, -0.529, -0.799, 2.313, 0.868, -0.506, -1.310, 2.288, -0.695, -0.812, -0.505, -0.528, 2.386, 2.292, 0.508, -0.860, -0.547, 2.248, 0.173, -0.287, -0.355], "lumo_ha": [-0.12368, -0.25613], "max_force_ev_per_a": 11.37, "de_lowest_kcal_mol": 26.0, "multiplicity": 2, "s2": 0.7595, "homo_lumo_gap_ev": [8.532, 4.927]}



{"formula": "C38H29ClFeIN8O4S", "method": "wB97M-V/def2-TZVPD", "symbols": ["I", "C", "C", "C", "N", "N", "O", "H", "Cl", "C", "H", "O", "H", "C", "N", "H", "H", "H", "H", "C", "C", "N", "H", "Fe", "C", "C", "H", "C", "C", "C", "C", "O", "H", "C", "H", "H", "H", "C", "H", "H", "N", "H", "C", "C", "C", "C", "H", "H", "H", "H", "H", "S", "C", "O", "N", "H", "C", "H", "H", "C", "C", "C", "H", "C", "H", "C", "C", "C", "C", "C", "C", "C", "H", "C", "C", "C", "C", "C", "H", "N", "N", "C", "H"], "coordinates": [[-5.375, -0.679, -0.470], [4.303, 0.435, 2.335], [-2.473, -1.017, 4.243], [-2.372, -4.137, 0.897], [-1.697, -3.204, 1.543], [8.642, 1.750, 4.002], [0.770, 0.030, 3.026], [1.309, 2.896, -2.072], [-4.548, -0.960, -6.107], [-4.354, 0.356, 3.625], [-5.712, -0.811, -3.545], [-1.207, 1.940, -1.335], [-2.824, -5.158, -0.959], [-2.719, -0.634, -1.880], [0.565, 1.962, 0.199], [5.088, -0.717, -0.407], [1.339, -0.846, -3.573], [4.982, 2.558, -0.205], [2.743, 2.810, 2.500], [0.095, 1.366, -1.066], [2.332, -2.027, -1.596], [-0.549, -0.733, -2.817], [-2.014, -1.766, 4.874], [-0.128, -0.615, -0.910], [1.059, 1.831, -2.167], [-1.887, -0.727, -3.070], [-3.084, -4.702, 1.496], [6.290, 2.166, 1.451], [-2.336, 0.406, 2.311], [-3.767, -0.574, 4.477], [-1.333, -3.599, -1.135], [0.109, -2.251, 3.672], [4.356, -2.897, -1.831], [-3.625, 0.849, 2.547], [0.339, 4.001, 2.756], [7.072, 2.837, 1.116], [1.662, -2.735, -2.063], [-4.639, -0.782, -3.410], [3.502, -0.215, 2.669], [-0.569, 3.938, -1.371], [-5.673, 0.813, 3.859], [0.593, 1.671, -3.142], [1.902, 2.711, 1.834], [4.125, 1.137, 1.140], [0.648, 3.318, 1.980], [-1.493, -0.945, -5.437], [1.988, 1.266, -2.141], [-6.111, 1.149, 3.014], [5.595, 0.045, 4.004], [-2.279, 3.607, -1.712], [-4.336, -0.965, 5.316], [-0.112, -1.091, 2.835], [-1.760, -0.523, 3.165], [-2.174, -0.548, -0.749], [-0.109, -1.439, 1.271], [-1.047, 3.258, -2.941], [6.463, 1.453, 2.636], [-4.083, 1.553, 1.862], [-1.181, 3.041, 0.742], [5.127, 2.008, 0.716], [-1.258, 3.247, -1.864], [2.905, -0.257, -0.442], [-1.852, -1.026, -6.454], [4.091, -0.982, -0.723], [0.576, -1.048, -5.947], [-0.153, 2.828, 0.972], [-0.822, -2.487, 0.812], [3.716, -2.109, -1.460], [2.875, 0.932, 0.356], [-4.106, -0.686, -2.124], [-3.825, -0.843, -4.510], [-2.237, -4.403, -0.458], [-1.797, 0.751, 1.439], [-0.156, -0.957, -5.155], [5.459, 0.588, 3.078], [-2.417, -0.835, -4.375], [7.672, 1.614, 3.397], [0.287, -0.849, -3.829], [-1.185, -3.688, -2.210], [-0.617, -2.679, -0.523], [1.836, -0.916, -1.005], [1.835, 1.833, 0.736], [-6.253, 0.108, 4.288]], "mulliken_spin": [0.000, 0.028, 0.001, 0.000, 0.001, 0.002, 0.005, 0.002, 0.000, 0.000, 0.000, -0.001, 0.000, -0.008, 0.055, 0.015, 0.013, -0.004, 0.021, -0.004, 0.144, -0.005, 0.000, 0.013, 0.007, 0.004, 0.000, 0.002, -0.005, 0.001, 0.001, 0.000, 0.004, -0.015, 0.003, 0.000, 0.022, 0.000, -0.005, -0.003, 0.000, -0.002, 0.227, 0.123, -0.079, -0.001, -0.008, 0.000, 0.001, -0.001, 0.000, -0.006, -0.012, -0.001, -0.003, 0.001, -0.002, 0.000, 0.011, 0.049, 0.004, -0.081, 0.000, 0.172, 0.000, 0.194, 0.000, -0.038, 0.199, 0.002, -0.001, 0.000, 0.030, -0.007, 0.016, 0.000, 0.003, -0.009, 0.000, -0.005, 0.057, -0.130, 0.000], "lumo_ha": [0.13196, 0.13195], "max_force_ev_per_a": 0.57, "de_lowest_kcal_mol": 1.6, "total_charge": -2, "multiplicity": 2, "s2": 0.7809, "homo_lumo_gap_ev": [3.855, 5.628]}



Q: Number 2 is which compound?
A: C22H26BCl4N3O